No. 1
C3H6ClNO | ωB97M-V/def2-TZVPD

Last column: Mulliken charge in e.
CARTESIAN COORDINATES (ANGSTROEM)
C -0.78612 -0.61559 0.18175  -0.1210
C 0.29121 1.23034 -1.28075  0.1634
C 0.44782 -0.80467 1.03568  -0.8526
N 0.48602 2.44380 -1.15586  -0.4654
O -2.00682 -0.79493 0.85968  -0.4414
Cl 0.86123 0.03168 -2.29671  -0.1333
H -0.86894 -1.23166 -0.72340  0.3026
H 1.34295 -0.79133 0.36245  0.2814
H 0.32435 -1.88847 1.31106  0.3650
H 0.66410 -0.02785 1.88331  0.3185
H -1.81387 -0.47411 1.67590  0.3165
H 1.05807 2.92278 -1.85312  0.2662

E_LUMO (spin up / spin down), hartree: -0.0045 / 0.0230
ΔE to the lowest compared entry with this formula, charge and spin, kJ/mol: 472.2
Charge: 0


No. 2
C5H10O2 | ωB97M-V/def2-TZVPD

Last column: Mulliken charge in e.
CARTESIAN COORDINATES (ANGSTROEM)
O -2.08173 -1.14808 -0.61255  -0.5036
C -1.64174 0.18587 -0.42173  -0.7896
C -0.37220 0.09639 0.42158  0.3152
C 0.59693 -0.92766 -0.16346  -0.6991
C 1.95330 -0.40471 0.27041  -0.4426
O 1.83200 1.01298 0.15834  -0.4008
C 0.49585 1.38579 0.46142  -0.5819
H -2.82662 -1.14583 -1.22276  0.3007
H -1.39560 0.66762 -1.38362  0.3610
H -2.43254 0.78777 0.06060  0.3446
H -0.66416 -0.19311 1.44057  0.3116
H 0.41150 -1.95428 0.15339  0.3534
H 0.54613 -0.90774 -1.26009  0.2731
H 2.76035 -0.75878 -0.38084  0.3375
H 2.19817 -0.69832 1.30690  0.2581
H 0.16686 2.13280 -0.28121  0.3069
H 0.45351 1.86927 1.45305  0.2554

Structure (SMILES): OC[C@H]1CCOC1
E_LUMO, hartree: 0.0325
ΔE to the lowest compared entry with this formula, charge and spin, kJ/mol: 151.8
Charge: 0


No. 3
C4H10N3 | ωB97M-V/def2-TZVPD

Last column: Mulliken charge in e.
CARTESIAN COORDINATES (ANGSTROEM)
C 0.47480 -1.21446 0.68183  -0.3719
C 1.73812 -0.51704 -1.18782  0.0020
C 1.28012 1.02503 0.43751  -0.8191
C -2.58414 0.53028 -0.25105  -0.8486
N -0.89142 -0.97282 0.36866  -0.4021
N 1.38183 -0.32814 0.04362  0.1166
N -1.25403 0.10045 -0.09644  0.1725
H 0.39495 -1.19638 1.86082  0.3050
H 0.68435 -2.28973 0.35818  0.2870
H 2.17238 0.36013 -1.56779  0.2275
H 1.85710 -1.54474 -1.48234  0.2514
H 2.01635 1.62084 -0.18193  0.3074
H 0.32981 1.28803 0.17915  0.5107
H 1.48238 1.10923 1.54355  0.3004
H -2.93198 0.79578 -1.26151  0.3227
H -2.82371 1.43751 0.35568  0.3096
H -3.32691 -0.20398 0.19986  0.3290

Structure (SMILES): C=[N+](C)C/N=N/C
E_LUMO (spin up / spin down), hartree: -0.1956 / -0.1957
ΔE to the lowest compared entry with this formula, charge and spin, kJ/mol: 433.7
Charge: +1


No. 4
C5H11ClNO2 | ωB97M-V/def2-TZVPD

Last column: Mulliken charge in e.
CARTESIAN COORDINATES (ANGSTROEM)
C 1.92455 1.43091 0.08006  -0.0989
C -2.54165 0.64269 -0.12571  -1.1949
C -1.61033 -0.49895 0.30356  -0.0160
C -0.60240 -0.86102 -0.68197  -0.1588
C 1.93628 0.22658 0.65365  0.1853
N -0.02776 -2.00858 -0.76077  -0.1910
O 2.47502 1.65616 -1.12837  -0.4802
O 1.21786 -0.05195 1.76944  -0.4491
Cl 2.79440 -1.11533 -0.06786  -0.1699
H 1.41867 2.23870 0.59288  0.4059
H -2.27573 1.02527 -1.10701  0.3676
H -2.50532 1.46757 0.57719  0.3274
H -3.56759 0.29478 -0.17451  0.3245
H -2.17040 -1.37570 0.64170  0.3979
H -1.01656 -0.17389 1.17464  0.1857
H -0.29774 -0.10219 -1.39910  0.2983
H 2.57389 2.60081 -1.29902  0.3611
H 0.76256 -2.16688 -1.37924  0.3305
H -0.25802 -2.76141 -0.11746  0.2299
H 1.77027 -0.46757 2.44790  0.3447

E_LUMO, hartree: -0.1583
ΔE to the lowest compared entry with this formula, charge and spin, kJ/mol: 94.7
Charge: +1


No. 5
C3H15NO4 | ωB97M-V/def2-TZVPD

Last column: Mulliken charge in e.
CARTESIAN COORDINATES (ANGSTROEM)
C -0.20954 -0.96457 -0.15555  -1.3207
C 0.03005 0.54755 -0.31251  0.2876
C 0.48848 0.75761 -1.71164  -0.4341
N 1.09737 0.89759 0.67803  -0.3561
H -1.03477 -1.04951 -0.87050  0.3747
H 0.72825 -1.40945 -0.32880  0.5911
H -0.68692 -1.21604 0.85434  0.3226
H 0.02034 -0.21099 -2.25016  -0.5488
H 0.26691 1.72680 -2.25622  0.2739
H 1.91741 0.40307 0.26369  0.4550
H 0.92348 0.35748 1.58875  0.3313
H -2.99977 -0.03920 -2.08301  0.1833
H 3.58205 -0.66382 -0.61098  0.1681
O 2.66809 -0.61172 -0.70531  -0.7408
H -1.31148 0.12761 2.69158  0.3886
H -2.44493 1.34797 2.60729  0.2675
O -0.04407 -0.55155 2.98008  -0.7911
H 0.07733 -0.95576 -2.68979  0.7479
H 0.05031 -0.78997 3.93872  0.2047
O -1.74037 0.88538 2.07124  -0.6337
H -0.84096 1.11120 -0.09483  0.4491
H 1.56207 0.58820 -1.73746  0.4827
O -2.09934 -0.28789 -1.86697  -0.7027

E_LUMO, hartree: -0.1902
ΔE to the lowest compared entry with this formula, charge and spin, kJ/mol: 1516.7
Charge: 0


No. 6
CH12NO4 | ωB97M-V/def2-TZVPD

Last column: Mulliken charge in e.
CARTESIAN COORDINATES (ANGSTROEM)
C -0.94574 1.68523 1.95824  -0.1455
N -0.41702 2.60614 1.24840  -0.1330
H -1.63671 1.83886 2.77903  0.3302
H -0.79557 0.65353 1.64486  0.2207
H -0.25200 2.16771 0.30162  0.4131
H -0.62437 3.58899 1.37325  0.2967
H 2.93799 -5.32011 -1.84347  0.3227
H 2.76677 -3.85141 -2.38586  0.3183
O 2.84650 -4.39698 -1.60597  -0.6385
H -3.07708 0.68353 -0.47023  0.2971
H -2.10786 -0.51750 -0.06657  0.3217
O -2.51561 0.30913 0.20830  -0.5999
H 0.73230 2.22596 -1.54352  0.2913
H -0.04378 0.91862 -1.82917  0.3015
O 0.12705 1.58683 -1.15152  -0.6163
H 0.31715 -1.70132 0.68275  0.3107
H 1.58185 -1.02865 0.12237  0.2888
O 0.62257 -0.98756 0.11478  -0.5794

E_LUMO, hartree: -0.1601
ΔE to the lowest compared entry with this formula, charge and spin, kJ/mol: 114.0
Charge: +1


- Which of these has the highest ΔE to the lowest compared entry with this formula, charge and spin?
  C3H15NO4


- Number 6 is which compound?
  CH12NO4


- Look up the ΔE to the lowest compared entry with this formula, charge and spin of the first one.
  472.2 kJ/mol


- ΔE to the lowest compared entry with this formula, charge and spin of number 4 (C5H11ClNO2)?
  94.7 kJ/mol